1.
{"formula": "C4H6N2O", "method": "ωB97M-V with the def2-TZVPD basis set", "total_charge": 0, "gap_ev": 10.593, "lumo_energy_ev": 0.2, "smiles": "[H]/N=C1/O[C@H](C)/C1=N\\[H]", "max_force_ev_per_a": 2.9, "relative_energy_ev": 2.776, "species": ["H", "N", "C", "O", "C", "C", "C", "N", "H", "H", "H", "H", "H"], "xyz": [[3.226200, -0.326706, -0.595123], [2.466295, -0.635098, -1.197376], [1.366971, -0.513030, -0.612169], [0.138028, -0.838939, -1.128310], [-0.628424, -0.439273, 0.033264], [-1.619129, 0.684301, -0.290480], [0.771870, -0.088275, 0.676243], [1.051055, 0.320646, 1.835109], [0.042861, 0.232377, 1.991828], [-1.179878, -1.308502, 0.444964], [-2.263017, 0.397251, -1.134048], [-2.288960, 0.921001, 0.547994], [-1.083868, 1.594252, -0.571901]], "forces_ev_per_a": [[-0.0460, -0.0031, -0.0086], [-0.2169, 0.0364, 0.1476], [0.4764, -0.1413, -0.5872], [0.1160, -0.2233, -0.8120], [0.1782, 0.0868, -0.0870], [0.2292, 0.0164, -0.0026], [-1.0447, -0.2407, -0.4084], [-0.7947, -0.5452, -1.0783], [0.0095, 1.0031, 2.6912], [0.5583, 0.3034, -0.0137], [0.2693, -0.0828, 0.2201], [0.3173, -0.1654, -0.0609], [-0.0518, -0.0443, -0.0001]], "lowdin_charge": [0.07, 0.19, -0.39, 0.02, -0.27, -0.03, -0.26, 0.20, 0.06, 0.15, 0.09, 0.08, 0.09]}

***

2.
{"formula": "C4H6N2O", "method": "ωB97M-V with the def2-TZVPD basis set", "total_charge": 0, "gap_ev": 9.322, "lumo_energy_ev": 0.8, "max_force_ev_per_a": 1.1, "relative_energy_ev": 4.405, "species": ["C", "C", "C", "C", "O", "N", "N", "H", "H", "H", "H", "H", "H"], "xyz": [[1.875730, -0.090895, 0.131318], [0.426551, -0.269062, -0.196912], [-0.443450, 0.855759, -0.705222], [-1.359916, 0.447299, 0.168905], [-2.486786, 0.950574, 0.652796], [-0.705559, -0.722542, 0.758479], [-0.147322, -1.550816, -0.326438], [2.285204, -1.016079, 0.537160], [2.028873, 0.740096, 0.825331], [2.418982, 0.153170, -0.793870], [-0.238056, 1.783204, -1.211727], [-2.864016, 0.310215, 1.271479], [-0.790235, -1.590922, -1.111300]], "forces_ev_per_a": [[-0.0613, -0.0971, 0.1199], [0.2313, -0.2047, 0.4520], [-0.1430, 0.2014, 0.2432], [-0.0336, 0.4394, -0.2413], [-0.2606, -0.3008, 0.0211], [0.9696, 0.5628, 0.2227], [-0.0910, -0.3722, -0.6437], [-0.0084, 0.1349, 0.0625], [-0.0605, -0.1420, -0.0316], [-0.1917, -0.0901, 0.1706], [-0.0682, -0.2092, -0.2697], [-0.0180, 0.0059, 0.0356], [-0.2645, 0.0717, -0.1413]], "lowdin_charge": [-0.01, -0.48, 0.05, -0.40, 0.11, 0.08, 0.08, 0.08, 0.08, 0.09, 0.10, 0.12, 0.10]}

***

3.
{"formula": "C4H6N2O", "method": "ωB97M-V with the def2-TZVPD basis set", "total_charge": 0, "gap_ev": 8.344, "lumo_energy_ev": -0.2, "smiles": "[O-]C1=NC[C@@H]2C[N@H+]12", "max_force_ev_per_a": 1.6, "relative_energy_ev": 4.028, "species": ["O", "C", "N", "C", "C", "C", "N", "H", "H", "H", "H", "H", "H"], "xyz": [[-2.604852, -0.730642, 0.811794], [-1.432247, -0.501468, 0.779889], [-0.391483, -0.762171, 1.469290], [0.930658, -0.691150, 0.905910], [0.759886, -0.232003, -0.525350], [0.336173, 1.134505, -0.787132], [-0.938544, 0.448982, -0.626418], [1.409715, -1.688558, 0.952007], [1.545315, -0.022853, 1.546767], [0.892721, -0.953913, -1.317073], [0.584964, 1.879519, -0.042092], [0.555491, 1.429021, -1.813191], [-1.647797, 0.690731, -1.354401]], "forces_ev_per_a": [[0.1690, 0.6702, -0.5691], [0.1741, -0.2827, 0.9216], [-0.2449, -0.2722, 0.4917], [-0.5436, -0.0725, -0.0106], [-1.4224, 0.0267, -0.0280], [0.5218, 0.2789, -0.0749], [0.7659, -0.3695, -0.0488], [-0.2376, 0.3957, -0.2061], [-0.1067, -0.0256, -0.7537], [0.1827, 0.2782, -0.2724], [0.0380, 0.1508, 0.0861], [-0.3006, 0.4026, 0.1282], [1.0042, -1.1804, 0.3361]], "lowdin_charge": [0.06, -0.52, 0.05, -0.22, -0.01, -0.19, 0.08, 0.11, 0.12, 0.13, 0.12, 0.12, 0.15]}

***

4.
{"formula": "C4H6N2O", "method": "ωB97M-V with the def2-TZVPD basis set", "total_charge": 0, "gap_ev": 9.678, "lumo_energy_ev": 1.1, "max_force_ev_per_a": 0.6, "relative_energy_ev": 4.470, "species": ["N", "C", "C", "O", "C", "C", "N", "H", "H", "H", "H", "H", "H"], "xyz": [[2.072879, 0.966143, -0.010106], [1.034404, 0.234411, -0.432219], [-0.938771, -1.288782, 0.096832], [-0.280786, -2.364669, -0.323036], [-1.520393, -0.581555, 1.009595], [-1.292671, 0.071857, -0.337423], [-0.122978, 0.911676, -0.518390], [2.906137, 0.441984, 0.198690], [1.940223, 1.818295, 0.529365], [0.448082, -1.967603, -0.849807], [-1.913791, -0.465703, 2.002031], [-2.116554, 0.310550, -1.018185], [-0.215783, 1.913394, -0.347347]], "forces_ev_per_a": [[0.1456, -0.1252, 0.1269], [-0.0132, 0.5527, -0.0933], [-0.2777, 0.1108, 0.0842], [-0.0453, 0.0984, -0.0633], [-0.2378, -0.4321, -0.0763], [-0.1004, 0.0296, -0.2353], [0.1579, -0.1879, 0.1520], [0.0546, 0.2554, -0.0702], [0.1051, 0.0020, -0.2419], [-0.1041, -0.1258, 0.1476], [-0.0063, 0.0809, -0.0078], [0.1790, -0.1135, 0.1261], [0.1426, -0.1452, 0.1513]], "lowdin_charge": [0.05, -0.19, -0.35, 0.07, 0.08, -0.24, -0.02, 0.08, 0.09, 0.09, 0.09, 0.12, 0.13]}

***

5.
{"formula": "C4H6N2O", "method": "ωB97M-V with the def2-TZVPD basis set", "total_charge": 0, "gap_ev": 8.630, "lumo_energy_ev": 0.7, "smiles": "Nc1cccn1O", "max_force_ev_per_a": 4.7, "relative_energy_ev": 3.422, "species": ["N", "C", "C", "C", "C", "N", "O", "H", "H", "H", "H", "H", "H"], "xyz": [[-1.743584, 0.967549, -0.162123], [-0.732562, 0.054418, -0.218194], [-0.610628, -1.145185, -0.869479], [0.772713, -1.506828, -0.750879], [1.418162, -0.615711, 0.058775], [0.504725, 0.369997, 0.378411], [0.643725, 1.312782, 1.360909], [-2.333652, 0.728452, 0.788890], [-2.395453, 0.923770, -0.998576], [-1.320645, -1.521134, -1.605294], [1.106918, -2.465503, -1.238616], [2.382032, -0.436900, 0.453799], [0.996904, 2.186072, 0.877177]], "forces_ev_per_a": [[-4.1108, 0.2575, 2.3056], [1.5872, -0.4874, 0.1896], [1.0113, 1.0810, -0.3864], [-0.0906, -2.0947, -0.7253], [-0.8108, 0.6306, 0.1597], [-1.6591, -1.1430, -1.3923], [1.3905, 2.7060, -1.5105], [1.4772, 1.1563, -3.2176], [1.1173, -0.1559, 1.6665], [0.1710, -0.1042, 0.5090], [0.2216, 1.4539, 0.8070], [0.9134, -0.5651, 0.1276], [-1.2183, -2.7350, 1.4672]], "lowdin_charge": [0.05, -0.41, -0.06, -0.12, -0.08, -0.16, 0.00, 0.16, 0.11, 0.10, 0.11, 0.10, 0.19]}

***

6.
{"formula": "C4H6N2O", "method": "ωB97M-V with the def2-TZVPD basis set", "total_charge": 0, "gap_ev": 7.973, "lumo_energy_ev": 0.8, "max_force_ev_per_a": 1.0, "relative_energy_ev": 4.529, "species": ["C", "C", "C", "C", "N", "N", "O", "H", "H", "H", "H", "H", "H"], "xyz": [[-0.450238, 1.336162, 0.086340], [1.563753, 0.118405, -0.590507], [-1.882452, -0.581478, -0.005431], [2.634401, -0.696616, -0.002746], [0.626363, 0.682405, -0.070672], [-1.703502, 0.730753, 0.047324], [-3.233199, -0.818717, -0.068594], [-0.415722, 2.387786, 0.322732], [3.592737, -0.356800, -0.393362], [2.655183, -0.686564, 1.088969], [2.484473, -1.718506, -0.349087], [-2.499302, 1.373872, 0.042038], [-3.372491, -1.770698, -0.107002]], "forces_ev_per_a": [[0.5830, 0.3881, 0.5604], [0.3348, -0.1386, -0.6812], [-0.8215, -0.5014, 0.0264], [0.0668, -0.0464, 0.4713], [-0.4033, 0.4016, -0.3844], [-0.9048, -0.2829, -0.0742], [0.7305, 0.4774, -0.0323], [-0.0392, 0.0289, 0.0029], [-0.0071, -0.0864, -0.0199], [0.0383, -0.0524, 0.0980], [0.0584, -0.0512, -0.0316], [0.1313, -0.2613, 0.0327], [0.2329, 0.1244, 0.0319]], "lowdin_charge": [-0.19, -0.09, -0.15, -0.11, 0.04, -0.01, -0.04, 0.12, 0.07, 0.07, 0.08, 0.14, 0.08]}

***

7.
{"formula": "C4H6N2O", "method": "ωB97M-V with the def2-TZVPD basis set", "total_charge": 0, "gap_ev": 10.186, "lumo_energy_ev": 0.9, "smiles": "c1cn[nH]c1.C=O", "max_force_ev_per_a": 0.6, "relative_energy_ev": 2.065, "species": ["C", "C", "N", "N", "C", "H", "H", "H", "H", "C", "O", "H", "H"], "xyz": [[0.464761, 0.340091, 0.731605], [0.514388, 1.559241, 0.022292], [1.420999, 1.533441, -0.945516], [1.953259, 0.307064, -0.861928], [1.413270, -0.447666, 0.121670], [-0.168289, 0.064090, 1.562123], [-0.075523, 2.454329, 0.175220], [2.685422, 0.050996, -1.504382], [1.728757, -1.465085, 0.304342], [-2.489345, -1.092999, 0.096243], [-1.674552, -1.958023, 0.294065], [-3.566920, -1.321512, -0.023222], [-2.206226, -0.023967, 0.027486]], "forces_ev_per_a": [[0.0790, 0.0002, -0.0162], [-0.0206, 0.0926, 0.0077], [-0.1343, -0.0715, 0.1709], [0.1027, -0.1258, -0.0494], [-0.0132, 0.0808, 0.0008], [0.1128, 0.0595, -0.1442], [0.1055, -0.1241, -0.0118], [-0.1224, 0.0142, 0.0969], [-0.0511, 0.1605, -0.0384], [0.2090, -0.2639, 0.0573], [-0.4343, 0.3449, -0.0723], [0.1259, -0.0270, -0.0032], [0.0411, -0.1406, 0.0019]], "lowdin_charge": [-0.11, -0.19, 0.01, -0.05, -0.11, 0.09, 0.10, 0.15, 0.12, -0.14, -0.01, 0.08, 0.07]}

***

8.
{"formula": "C4H6N2O", "method": "ωB97M-V with the def2-TZVPD basis set", "total_charge": 0, "gap_ev": 10.911, "lumo_energy_ev": 1.0, "max_force_ev_per_a": 0.6, "relative_energy_ev": 2.665, "species": ["N", "C", "O", "C", "C", "C", "N", "H", "H", "H", "H", "H", "H"], "xyz": [[1.575432, -1.171821, -1.101218], [1.090902, -0.218617, -0.444157], [1.676826, 0.828985, 0.223366], [0.392479, 1.278574, 0.755188], [-0.269803, 0.092316, 0.080904], [-1.638171, -0.210084, -0.363818], [-1.037836, -0.941853, 0.748328], [2.593521, -1.124298, -1.136867], [0.373059, 1.276585, 1.846233], [0.150381, 2.264976, 0.350831], [-1.801170, -0.708965, -1.314968], [-2.429239, 0.468525, -0.053354], [-0.676386, -1.834321, 0.409529]], "forces_ev_per_a": [[-0.0691, 0.4084, 0.2080], [0.0869, -0.4918, -0.2493], [0.1594, 0.0131, -0.1167], [-0.1856, 0.1948, 0.1852], [0.0628, 0.0733, 0.0543], [-0.1925, 0.0981, -0.2363], [-0.0127, -0.2009, 0.1455], [-0.0638, 0.0169, -0.0704], [0.0859, -0.0298, -0.1110], [-0.0420, -0.1474, 0.0753], [0.1508, 0.0422, 0.1030], [0.1212, -0.0487, -0.1265], [-0.1013, 0.0718, 0.1388]], "lowdin_charge": [0.17, -0.40, 0.02, -0.05, -0.38, -0.08, 0.08, 0.06, 0.13, 0.12, 0.11, 0.11, 0.10]}

***

9.
{"formula": "C4H6N2O", "method": "ωB97M-V with the def2-TZVPD basis set", "total_charge": 0, "gap_ev": 9.499, "lumo_energy_ev": 0.5, "max_force_ev_per_a": 5.1, "relative_energy_ev": 2.568, "species": ["C", "C", "C", "C", "N", "N", "O", "H", "H", "H", "H", "H", "H"], "xyz": [[-0.724630, 0.605903, -1.491064], [0.760336, 0.153824, 0.719529], [1.745593, -0.624273, -0.061920], [-0.903182, 0.004257, -0.189131], [-0.490958, 0.734176, -2.640143], [-2.012058, 0.482980, 0.596344], [0.729350, 0.681817, 1.758360], [1.300912, -0.854042, -0.992036], [2.125105, -1.337720, 0.543745], [2.474366, 0.156962, -0.281701], [-0.984495, -1.123026, -0.388969], [-2.383450, -0.188933, 1.256788], [-1.636890, 1.308075, 1.170199]], "forces_ev_per_a": [[0.5198, -0.2977, -3.6642], [-4.1479, -1.4298, -2.6302], [-0.4091, 4.1116, -0.6387], [1.4662, -1.3827, 1.8303], [-0.5293, 0.2175, 3.2033], [1.1737, 2.0613, 0.7844], [0.5216, 0.7088, 1.2184], [-0.2254, -0.9774, -0.7979], [1.4190, -2.6147, 1.4764], [0.7003, -0.3132, -0.0711], [0.1172, 1.5416, 0.3710], [0.3392, -0.1169, -0.1609], [-0.9454, -1.5084, -0.9209]], "lowdin_charge": [-0.22, -0.32, 0.00, -0.31, 0.14, 0.01, 0.13, 0.06, 0.06, 0.11, 0.16, 0.07, 0.11]}

***

Number 1: E_HOMO -10.4 eV. Number 2: E_HOMO -8.5 eV. Number 3: E_HOMO -8.6 eV. Number 4: E_HOMO -8.6 eV. Number 5: E_HOMO -7.9 eV. Number 6: E_HOMO -7.1 eV. Number 7: E_HOMO -9.3 eV. Number 8: E_HOMO -9.9 eV. Number 9: E_HOMO -9.0 eV.